A 15-piece molecular cluster, C34H86N4O19S4 overall, computed with ωB97M-V with the def2-TZVPD basis set.

Computed properties:
HOMO-LUMO gap   10.03 eV
E_LUMO   0.1 eV
Multiplicity   1
Calculated total energy   -124851.755 eV
Highest occupied orbital energy   -9.94 eV

Geometry (Å):
C  -5.18  2.47  -0.24
C  -6.33  2.60  -1.23
O  -6.40  3.93  -1.73
H  -5.52  2.93  0.69
H  -4.30  2.93  -0.69
H  -4.95  1.45  0.07
H  -7.28  2.44  -0.71
H  -6.17  1.96  -2.11
H  -5.59  4.11  -2.22
C  3.62  0.97  4.89
C  4.86  1.24  4.05
O  5.69  2.22  4.65
H  3.05  1.90  4.96
H  3.76  0.66  5.93
H  2.96  0.25  4.40
H  4.60  1.57  3.04
H  5.44  0.31  3.93
H  6.18  1.83  5.37
C  -5.84  -2.03  -0.07
C  -4.80  -3.11  -0.27
O  -4.14  -2.83  -1.51
H  -5.38  -1.07  0.17
H  -6.60  -2.26  0.68
H  -6.45  -1.84  -0.96
H  -5.35  -4.05  -0.29
H  -4.08  -3.14  0.54
H  -3.20  -3.05  -1.38
C  3.63  -2.65  4.26
C  4.51  -3.80  4.77
O  4.19  -4.20  6.08
H  3.83  -1.78  4.90
H  2.57  -2.90  4.39
H  3.80  -2.43  3.21
H  5.54  -3.40  4.75
H  4.49  -4.63  4.07
H  3.90  -3.45  6.60
C  -1.93  4.11  -0.60
C  -1.12  3.81  0.63
O  -2.01  3.53  1.69
H  -2.71  4.85  -0.38
H  -2.36  3.20  -1.03
H  -1.34  4.53  -1.42
H  -0.49  4.66  0.89
H  -0.52  2.93  0.37
H  -1.51  3.43  2.52
C  -1.53  -2.11  -3.72
C  -1.11  -3.47  -3.22
O  -1.34  -3.51  -1.81
H  -1.02  -1.33  -3.17
H  -2.61  -2.00  -3.61
H  -1.29  -2.01  -4.78
H  -0.10  -3.71  -3.58
H  -1.74  -4.24  -3.67
H  -0.90  -4.30  -1.47
C  -0.82  1.10  3.91
C  0.05  2.30  4.32
O  -0.69  3.51  4.26
H  -0.13  0.26  3.76
H  -1.17  1.29  2.89
H  -1.58  0.82  4.63
H  0.83  2.32  3.55
H  0.44  2.04  5.31
H  -0.07  4.23  4.44
C  5.22  -0.17  0.35
C  4.78  -1.55  0.12
N  4.45  -2.64  -0.08
H  4.39  0.34  0.82
H  5.57  0.33  -0.54
H  6.02  -0.24  1.10
C  -4.82  2.99  2.44
C  -4.65  1.56  2.71
N  -4.53  0.45  2.96
H  -4.03  3.36  1.78
H  -4.84  3.58  3.34
H  -5.76  3.13  1.91
C  -4.87  -0.45  -3.76
C  -3.94  0.53  -3.23
N  -3.20  1.27  -2.77
H  -5.82  0.02  -4.03
H  -5.15  -1.23  -3.05
H  -4.45  -0.88  -4.67
C  2.65  3.11  -0.24
C  4.02  2.97  0.23
N  5.10  2.87  0.60
H  2.50  2.48  -1.11
H  2.36  4.13  -0.45
H  1.99  2.77  0.56
O  4.23  0.29  -2.51
S  3.27  -0.47  -3.24
O  1.87  -0.46  -2.86
O  3.39  -0.01  -4.80
C  2.61  -0.64  -5.82
C  2.34  0.41  -6.88
C  3.83  -2.16  -3.45
H  1.71  -1.03  -5.34
H  3.15  -1.50  -6.24
H  1.96  -0.07  -7.78
H  3.25  0.99  -7.03
H  1.63  1.12  -6.46
H  3.96  -2.73  -2.53
H  4.80  -2.06  -3.95
H  3.24  -2.69  -4.20
O  1.31  4.48  -2.59
S  0.79  3.79  -3.76
O  -0.21  4.36  -4.61
O  2.08  3.42  -4.69
C  3.28  3.02  -4.00
C  4.18  4.16  -3.52
C  0.18  2.16  -3.28
H  3.84  2.40  -4.68
H  2.99  2.46  -3.11
H  3.78  4.62  -2.62
H  4.22  4.91  -4.32
H  5.20  3.83  -3.36
H  0.71  1.88  -2.37
H  0.33  1.42  -4.05
H  -0.87  2.31  -3.03
O  1.73  0.21  0.17
S  1.12  -0.82  0.96
O  1.43  -1.04  2.34
O  -0.47  -0.59  0.95
C  -1.12  -0.29  -0.30
C  -2.49  0.21  0.09
C  1.29  -2.34  0.03
H  -1.20  -1.20  -0.91
H  -0.58  0.44  -0.89
H  -2.45  1.18  0.59
H  -3.01  -0.50  0.74
H  -3.12  0.32  -0.80
H  0.79  -2.25  -0.93
H  0.64  -3.05  0.55
H  2.32  -2.64  -0.06
O  -2.68  -5.17  1.63
S  -1.24  -5.08  1.62
O  -0.55  -5.17  0.37
O  -0.81  -3.70  2.34
C  -1.59  -3.33  3.51
C  -0.74  -2.30  4.24
C  -0.50  -6.33  2.72
H  -1.78  -4.18  4.17
H  -2.55  -2.94  3.18
H  -0.78  -1.37  3.68
H  0.30  -2.58  4.39
H  -1.18  -2.10  5.22
H  -0.60  -6.08  3.78
H  0.56  -6.39  2.50
H  -1.03  -7.26  2.51